ORCA calculation (ωB97M-V/def2-TZVPD) on a cluster of 2 separate species, C3H4F3N in total in a non-equilibrium geometry.

Structure (XYZ):
```
11
Properties=species:S:1:pos:R:3
C -0.420 -0.011 -0.109
C 1.956 -0.383 0.273
C -1.876 0.014 -0.246
N 0.580 -0.604 0.112
F -0.167 2.157 -0.340
F -2.355 -1.211 -0.603
F -2.439 0.314 0.937
H 2.199 -0.549 1.322
H 2.225 0.636 -0.015
H 2.491 -1.114 -0.332
H -2.194 0.751 -0.999
```

The energy above the lowest of the compared OMol25 structures with the same formula, charge and spin is 247.69 kJ/mol. For the LUMO energy, the calculation gives -0.396 eV. The value obtained for the frontier orbital gap is 10.02 eV. The HOMO energy is -10.42 eV.

ORCA calculation (ωB97M-V/def2-TZVPD) on a structure of composition C34H17Cl3F4N5NiO2PSSiTe in a non-equilibrium geometry.

Structure (XYZ):
```
70
Properties=species:S:1:pos:R:3
Ni -0.507 -3.336 1.161
O -2.543 -1.004 2.982
C -1.480 -0.799 2.480
O -0.386 -1.559 2.698
C -1.087 0.339 1.525
C -1.850 1.574 1.843
C -2.659 2.175 0.942
C -2.783 1.679 -0.373
C -2.082 0.531 -0.765
C -1.273 -0.168 0.088
P -0.314 -1.654 -0.404
C -0.993 -2.245 -2.010
C -2.351 -2.272 -2.311
C -2.815 -2.898 -3.460
C -1.930 -3.510 -4.331
C -0.574 -3.500 -4.038
C -0.115 -2.888 -2.886
C 1.231 -0.856 -1.042
C 1.209 -0.165 -2.255
C 2.351 0.447 -2.738
C 3.533 0.395 -2.010
C 3.562 -0.274 -0.798
C 2.417 -0.900 -0.321
H -1.764 1.941 2.859
H -3.200 3.071 1.224
H -3.406 2.199 -1.087
H -2.176 0.195 -1.790
H -3.061 -1.817 -1.639
H -3.878 -2.917 -3.667
H -2.293 -4.005 -5.224
H 0.131 -3.980 -4.706
H 0.943 -2.910 -2.659
H 0.291 -0.094 -2.822
H 2.314 0.981 -3.680
H 4.422 0.891 -2.380
H 4.466 -0.292 -0.203
H 2.441 -1.395 0.640
S 3.696 -3.619 3.087
C 3.786 -3.948 1.403
C 2.540 -3.995 0.874
N 1.528 -3.785 1.772
C 1.982 -3.573 2.963
H 4.738 -4.062 0.913
H 2.293 -4.179 -0.161
H 1.364 -3.366 3.824
F 0.985 3.561 3.509
C 0.706 3.819 2.221
C 0.229 5.071 1.905
F 0.092 5.957 2.910
C -0.150 5.443 0.602
C 0.064 4.426 -0.346
C 0.558 3.183 -0.020
F 0.766 2.320 -1.023
C 0.853 2.799 1.283
C 1.285 1.440 1.699
C 0.429 0.352 1.828
N 0.815 -0.838 2.265
C 2.602 1.299 2.181
N 3.694 1.189 2.551
F -0.211 4.664 -1.643
C -0.702 6.727 0.278
C -1.208 7.060 -0.998
N -1.666 7.401 -2.006
C -0.837 7.791 1.197
N -0.970 8.719 1.877
Cl -1.729 -4.210 3.085
Si -2.562 -4.481 1.163
Cl -4.110 -5.830 1.594
Cl -3.726 -2.824 0.709
Te -0.922 -5.490 -0.340
```

Its expectation value of S² is 2.06. As for the total charge: -2. For the LUMO energy (alpha / beta), the calculation gives 3.389 / 3.191 eV. The value obtained for the frontier orbital gap (alpha / beta) is 5.46 / 5.29 eV. The spin multiplicity is 3. The HOMO energy (alpha / beta) is -2.07 / -2.10 eV.

ORCA calculation (ωB97M-V/def2-TZVPD) on the molecule C3H7NS in a non-equilibrium geometry.

Structure (XYZ):
```
12
Properties=species:S:1:pos:R:3
S -2.052 0.065 -0.086
C -0.377 -0.464 0.396
C 0.812 -0.054 -0.445
C 1.788 0.819 0.171
N 2.075 -0.600 0.071
H -1.794 1.315 0.029
H -0.360 -1.488 0.316
H -0.088 -0.313 1.404
H 0.613 -0.091 -1.520
H 2.305 1.479 -0.545
H 1.542 1.235 1.195
H 2.757 -0.788 -0.725
```

The energy above the lowest of the compared OMol25 structures with the same formula, charge and spin is 140.24 kJ/mol. For the LUMO energy, the calculation gives 0.976 eV. The SMILES is SC[C@H]1CN1. The value obtained for the frontier orbital gap is 10.24 eV. The HOMO energy is -9.26 eV.

ORCA calculation (ωB97M-V/def2-TZVPD) on a cluster of 3 separate species, C2H11N2O2 in total in a non-equilibrium geometry.

Structure (XYZ):
```
17
Properties=species:S:1:pos:R:3
C -0.286 -2.222 0.779
N 0.055 -1.217 -0.288
C -0.926 -0.528 -0.883
N -0.582 0.452 -1.763
H -0.828 -2.951 0.224
H -0.842 -1.771 1.741
H 0.621 -2.584 1.297
H 0.965 -0.640 -0.185
H -2.036 -0.778 -0.816
H 0.263 0.953 -1.564
H -1.316 0.837 -2.298
H 1.438 2.096 0.088
H 2.516 1.025 -0.689
O 1.550 1.179 -0.498
H -0.692 1.408 1.393
H -0.031 2.867 1.761
O 0.130 1.874 1.700
```

As for the total charge: +1. The energy above the lowest of the compared OMol25 structures with the same formula, charge and spin is 167.55 kJ/mol. For the LUMO energy, the calculation gives -3.807 eV. The value obtained for the frontier orbital gap is 10.95 eV. The HOMO energy is -14.75 eV.